Record 1
Entry from OMol25: a molecular structure, C25H80O15 in a non-equilibrium geometry (ωB97M-V/def2-TZVPD).

Cartesian coordinates (Å):
C1 -0.767 3.493 1.439
O1 -1.756 3.422 2.451
H1 -0.024 2.752 1.735
H2 -1.098 3.319 0.415
H3 -0.419 4.518 1.568
H4 -2.335 4.185 2.516
C2 2.176 -1.739 -1.660
O2 1.648 -0.840 -0.734
H5 2.965 -2.335 -1.202
H6 1.312 -2.244 -2.093
H7 2.643 -1.056 -2.369
H8 2.359 -0.466 -0.208
C3 -3.074 -2.253 0.179
O3 -3.165 -1.184 1.063
H9 -2.193 -2.287 -0.462
H10 -3.277 -3.250 0.569
H11 -3.889 -2.091 -0.527
H12 -3.280 -0.342 0.616
C4 2.085 -1.674 2.158
O4 1.523 -2.904 2.521
H13 3.175 -1.707 2.165
H14 1.777 -1.263 1.197
H15 1.838 -0.993 2.972
H16 0.727 -2.660 2.998
C5 -1.443 -1.162 2.692
O5 -0.096 -1.402 3.063
H17 -1.927 -0.366 3.257
H18 -1.623 -1.039 1.624
H19 -1.981 -2.030 3.073
H20 -0.048 -2.051 3.770
C6 1.344 2.780 -2.402
O6 1.699 2.523 -0.977
H21 2.233 3.188 -2.883
H22 1.196 1.785 -2.823
H23 0.505 3.474 -2.459
H24 1.222 1.767 -0.626
C7 -2.858 1.460 0.865
O7 -3.500 0.504 0.095
H25 -1.942 1.095 1.329
H26 -2.592 2.272 0.188
H27 -3.507 1.867 1.640
H28 -4.398 0.837 0.024
C8 -1.208 -2.241 -2.418
O8 -1.629 -1.369 -3.363
H29 -1.904 -2.557 -1.641
H30 -0.724 -3.137 -2.806
H31 -0.411 -1.717 -1.891
H32 -2.190 -0.739 -2.904
C9 -0.356 1.668 4.020
O9 -1.640 2.268 3.939
H33 -0.457 0.956 4.839
H34 -0.219 1.256 3.020
H35 0.445 2.386 4.192
H36 -1.710 2.814 3.152
C10 3.337 0.804 -0.099
O10 3.267 -0.515 0.350
H37 3.881 0.942 -1.033
H38 2.404 1.363 -0.029
H39 4.020 1.277 0.607
H40 4.143 -0.903 0.407
C11 -0.837 -0.532 -0.411
C12 -0.081 0.720 -0.106
C13 0.574 0.728 1.242
O11 0.850 0.971 -1.128
H41 -1.226 -0.409 -1.422
H42 -1.747 -0.549 0.189
H43 -0.322 -1.489 -0.330
H44 -0.814 1.519 -0.222
H45 0.655 1.670 1.786
H46 1.580 0.313 1.182
H47 0.081 0.047 1.936
H48 1.268 0.137 -1.358
C14 0.543 -2.916 0.137
C15 0.073 -4.238 0.887
C16 -1.481 -4.334 0.960
O12 0.632 -5.307 0.216
H49 -0.001 -2.784 -0.798
H50 1.585 -3.037 -0.160
H51 0.371 -2.010 0.718
H52 0.433 -4.231 1.915
H53 -1.714 -5.155 1.638
H54 -1.852 -4.627 -0.022
H55 -1.952 -3.444 1.377
H56 1.276 -5.640 0.845
C17 1.108 0.143 -3.310
C18 0.964 -0.719 -4.565
C19 1.346 -2.137 -4.405
O13 -0.422 -0.672 -4.799
H57 0.526 1.022 -3.588
H58 2.175 0.292 -3.145
H59 0.549 -0.254 -2.462
H60 1.487 -0.254 -5.401
H61 0.805 -2.670 -3.624
H62 2.406 -2.295 -4.206
H63 1.234 -2.716 -5.322
H64 -0.811 -1.131 -4.051
C20 2.536 3.562 3.889
C21 2.941 2.343 3.068
C22 2.215 2.281 1.709
O14 4.324 2.332 2.821
H65 2.966 4.507 3.556
H66 2.964 3.510 4.890
H67 1.458 3.718 3.860
H68 2.620 1.449 3.602
H69 1.145 2.393 1.884
H70 2.272 1.288 1.262
H71 2.400 3.048 0.957
H72 4.553 1.456 2.500
C23 -3.858 1.840 -2.503
C24 -2.685 0.861 -2.788
C25 -1.310 1.404 -2.510
O15 -2.911 -0.185 -1.874
H73 -4.785 1.277 -2.614
H74 -3.738 2.630 -3.244
H75 -3.810 2.218 -1.482
H76 -2.667 0.571 -3.838
H77 -1.061 2.257 -3.142
H78 -0.502 0.692 -2.681
H79 -1.304 1.863 -1.522
H80 -3.312 0.211 -1.097

Output
LUMO = -0.01253 hartree
Frontier orbital gap = 7.060 eV

Atomic partial charges in e from the Löwdin method, atoms 1 to 2: atom 1 (C): 0.009, atom 2 (O): 0.073

=====

Record 2
Entry from OMol25: a molecular structure, C12H29AgCl2N2O2SSi2Te (ωB97M-V/def2-TZVPD).

Cartesian coordinates (Å):
Ag1 -2.029 0.786 1.523
C1 -3.038 1.646 -2.056
N1 -3.633 1.937 -0.765
C2 -3.020 2.652 0.193
N2 -1.938 3.376 -0.200
S1 -3.615 2.705 1.796
H1 -3.660 0.916 -2.566
H2 -2.034 1.228 -1.939
H3 -2.989 2.535 -2.688
H4 -4.349 1.315 -0.419
H5 -1.823 3.608 -1.173
H6 -1.628 4.067 0.463
C3 2.367 -0.168 -4.139
Si1 1.318 -1.049 -2.881
C4 2.218 -2.535 -2.226
C5 -0.302 -1.552 -3.641
C6 0.976 0.121 -1.462
Te1 -0.218 -0.802 0.062
C7 1.377 -0.952 1.462
Si2 1.870 0.605 2.369
C8 3.380 0.185 3.373
C9 2.289 1.957 1.164
C10 0.524 1.192 3.508
H7 2.605 -0.822 -4.982
H8 3.310 0.165 -3.697
H9 1.850 0.711 -4.533
H10 2.398 -3.265 -3.019
H11 1.634 -3.029 -1.445
H12 3.186 -2.255 -1.801
H13 -0.164 -2.359 -4.364
H14 -0.771 -0.712 -4.162
H15 -0.996 -1.913 -2.877
H16 0.476 1.034 -1.795
H17 1.900 0.429 -0.968
H18 2.209 -1.374 0.891
H19 1.044 -1.707 2.178
H20 4.199 -0.179 2.747
H21 3.154 -0.585 4.114
H22 3.733 1.072 3.908
H23 3.121 1.686 0.507
H24 2.580 2.855 1.717
H25 1.426 2.207 0.540
H26 -0.064 0.359 3.897
H27 -0.162 1.887 3.015
H28 0.965 1.731 4.351
Cl1 -4.598 -3.843 2.437
C11 -2.896 -3.358 2.500
Cl2 -1.894 -4.366 1.410
C12 -2.673 -1.888 2.141
O1 -1.679 -1.376 2.720
O2 -3.402 -1.336 1.308
H29 -2.537 -3.544 3.504

Output
LUMO = 0.00082 hartree
Frontier orbital gap = 7.939 eV

Atomic partial charges in e from the natural (NBO) method, atoms 1 to 2: atom 1 (Ag): 0.750, atom 2 (C): -0.430

=====

Record 3
Entry from OMol25: 3 unconnected molecules or ions with the total composition C25H48N5O11P2S in a non-equilibrium geometry (ωB97M-V/def2-TZVPD).

Cartesian coordinates (Å):
C1 5.503 -0.332 4.429
C2 4.267 -1.204 4.096
C3 4.738 -2.647 3.837
C4 3.479 -0.682 2.860
C5 4.191 -0.999 1.571
C6 5.282 -0.229 1.219
C7 5.958 -0.553 0.043
C8 7.179 0.160 -0.469
C9 7.781 1.140 0.535
S1 7.223 2.876 0.348
C10 5.808 2.753 -0.656
N1 5.840 2.759 -1.940
N2 4.530 2.679 -2.383
C11 3.813 2.641 -1.325
O1 4.530 2.674 -0.189
N3 5.484 -1.585 -0.645
N4 4.439 -2.332 -0.385
C12 3.777 -2.057 0.714
C13 2.596 -2.974 0.970
O2 1.717 -2.902 -0.156
N5 0.836 -1.750 0.021
O3 -0.268 -2.077 0.023
H1 5.644 -0.195 5.497
H2 5.455 0.628 3.913
H3 6.391 -0.824 4.024
H4 3.608 -1.212 4.963
H5 5.635 -2.682 3.217
H6 4.984 -3.113 4.792
H7 3.960 -3.265 3.382
H8 2.475 -1.096 2.893
H9 3.374 0.403 2.934
H10 5.627 0.591 1.826
H11 7.936 -0.594 -0.701
H12 6.902 0.663 -1.399
H13 8.855 1.161 0.351
H14 7.658 0.841 1.574
H15 2.738 2.594 -1.260
H16 5.986 -1.841 -1.491
H17 2.907 -4.014 1.033
H18 2.035 -2.664 1.847
O4 -5.724 1.385 1.706
P1 -5.664 -0.064 1.955
O5 -7.037 -0.566 2.602
C14 -8.248 -0.517 1.832
C15 -8.327 -1.635 0.810
O6 -4.693 -0.192 3.261
C16 -3.884 0.901 3.688
C17 -4.543 1.662 4.819
O7 -5.187 -1.451 1.326
C18 -3.894 -1.528 0.677
C19 -2.801 -1.935 1.652
H19 -8.337 0.460 1.349
H20 -9.064 -0.608 2.547
H21 -7.579 -1.507 0.025
H22 -9.311 -1.652 0.342
H23 -8.141 -2.599 1.282
H24 -3.647 1.562 2.854
H25 -2.939 0.474 4.038
H26 -5.561 1.950 4.557
H27 -3.976 2.563 5.058
H28 -4.602 1.040 5.713
H29 -3.658 -0.582 0.185
H30 -3.991 -2.283 -0.100
H31 -2.415 -1.071 2.194
H32 -1.969 -2.378 1.116
H33 -3.173 -2.644 2.390
O8 -3.054 0.451 -2.689
P2 -2.522 1.098 -3.902
O9 -3.291 0.568 -5.194
C20 -4.686 0.873 -5.374
C21 -4.908 2.300 -5.836
O10 -1.082 0.355 -4.130
C22 -0.501 -0.424 -3.097
C23 -0.785 -1.899 -3.294
O11 -2.020 2.495 -4.482
C24 -1.171 3.347 -3.674
C25 0.302 3.061 -3.908
H34 -5.228 0.675 -4.446
H35 -5.051 0.177 -6.127
H36 -4.641 3.014 -5.056
H37 -5.955 2.455 -6.096
H38 -4.289 2.521 -6.706
H39 -0.843 -0.087 -2.116
H40 0.580 -0.252 -3.136
H41 -1.850 -2.087 -3.434
H42 -0.444 -2.476 -2.435
H43 -0.279 -2.276 -4.183
H44 -1.432 3.252 -2.618
H45 -1.398 4.367 -3.977
H46 0.648 2.231 -3.292
H47 0.901 3.934 -3.644
H48 0.487 2.798 -4.948

Output
Charge = +1
LUMO = -0.17305 hartree
Frontier orbital gap = 6.896 eV

Atomic partial charges in e from the Löwdin method, atoms 1 to 2: atom 1 (C): -0.052, atom 2 (C): -0.360

=====

Record 4
Entry from OMol25: a gas-phase ion, C4HNO5 (charge -2) in a non-equilibrium geometry (ωB97M-V/def2-TZVPD).

Cartesian coordinates (Å):
C1 -0.787 -0.505 0.012
C2 2.315 -1.528 -0.170
C3 1.123 1.100 -0.315
C4 -2.210 -0.631 0.012
N1 -0.254 0.713 0.158
O1 2.860 -1.632 0.899
O2 -2.812 -1.122 0.947
O3 1.308 2.255 -0.577
O4 -2.663 -0.355 -1.162
O5 1.953 0.195 -0.359
H1 -0.833 1.509 0.555

Output
Charge = -2
LUMO = 0.24252 hartree
Frontier orbital gap = 6.739 eV

Atomic partial charges in e from the natural (NBO) method, atoms 1 to 2: atom 1 (C): 0.053, atom 2 (C): 0.452

=====

Record 5
Entry from OMol25: 5 unconnected molecules or ions with the total composition C5H18O5 in a non-equilibrium geometry (ωB97M-V/def2-TZVPD).

Cartesian coordinates (Å):
C1 3.463 -1.017 2.123
O1 4.384 -0.873 1.062
H1 4.049 -1.242 3.014
H2 2.806 -0.165 2.302
H3 2.752 -1.794 1.841
C2 0.083 -2.280 -0.823
O2 1.118 -2.271 -1.796
H4 -0.384 -1.298 -0.736
H5 -0.624 -3.085 -1.020
H6 0.430 -2.546 0.175
C3 -3.275 0.687 -2.185
O3 -2.383 -0.447 -2.380
H7 -2.741 1.375 -1.530
H8 -3.683 1.108 -3.104
H9 -4.122 0.337 -1.594
H10 -2.230 -0.959 -1.583
C4 1.062 1.720 -1.237
O4 1.746 0.489 -1.263
H11 1.569 2.328 -1.988
H12 -0.012 1.577 -1.353
H13 1.232 2.194 -0.271
H14 1.153 -0.264 -1.322
C5 -1.165 0.869 2.037
O5 -0.952 2.174 2.475
H15 -0.502 0.352 1.345
H16 -1.164 0.095 2.805
H17 -2.212 0.774 1.748
H18 -0.397 2.163 3.259

Output
Charge = -2
LUMO = 0.18054 hartree
Frontier orbital gap = 3.555 eV

Atomic partial charges in e from the natural (NBO) method, atoms 1 to 2: atom 1 (C): -0.247, atom 2 (O): -1.002

=====

Record 6
Entry from OMol25: 2 unconnected molecules or ions with the total composition C3H5ClNOP in a non-equilibrium geometry (ωB97M-V/def2-TZVPD).

Cartesian coordinates (Å):
C1 0.386 2.008 0.772
C2 -1.349 0.530 0.024
C3 -0.324 1.306 -0.243
N1 0.713 2.659 1.652
O1 1.104 -0.220 -0.502
P1 0.833 -1.597 -0.145
Cl1 -2.044 -0.308 -1.270
H1 -1.549 0.286 1.023
H2 -0.448 -1.681 0.555
H3 0.052 1.676 -1.298
H4 0.825 -2.448 -1.262
H5 1.801 -2.212 0.695

Output
LUMO (spin up / spin down) = 0.01478 / -0.08884 hartree
Spin multiplicity = 3
⟨S²⟩ = 2.01
Frontier orbital gap (spin up / spin down) = 6.069 / 8.706 eV

Atomic partial charges in e from the natural (NBO) method, atoms 1 to 2: atom 1 (C): 0.208, atom 2 (C): -0.239

=====

Record 7
Entry from OMol25: C3H5BrO in the gas phase in a non-equilibrium geometry (ωB97M-V/def2-TZVPD).

Cartesian coordinates (Å):
C1 -0.406 -0.622 -0.236
C2 0.152 1.010 0.947
C3 0.896 0.038 -0.798
O1 0.704 1.302 -0.301
Br1 1.280 0.210 -2.697
H1 -0.599 -1.673 0.208
H2 -1.233 -0.215 -0.806
H3 -0.625 1.580 1.383
H4 0.842 0.549 1.604
H5 1.772 -0.393 -0.261

Output
LUMO = 0.02543 hartree
Frontier orbital gap = 9.861 eV

Atomic partial charges in e from the natural (NBO) method, atoms 1 to 2: atom 1 (C): -0.432, atom 2 (C): 0.004

=====

Record 8
Entry from OMol25: 3 unconnected molecules or ions with the total composition C3H8S2 in a non-equilibrium geometry (ωB97M-V/def2-TZVPD).

Cartesian coordinates (Å):
C1 1.523 1.459 -1.157
C2 2.403 0.496 -0.504
C3 -4.682 -0.353 0.981
S1 -5.916 -0.788 -0.044
S2 2.350 -1.808 1.085
H1 0.920 1.136 -2.005
H2 1.291 2.439 -0.768
H3 2.381 0.716 0.581
H4 1.874 -0.473 -0.568
H5 3.458 0.476 -0.718
H6 -4.046 -1.199 1.216
H7 -4.514 0.595 1.494
H8 2.957 -2.696 0.406

Output
LUMO = -0.09622 hartree
Frontier orbital gap = 5.017 eV

Atomic partial charges in e from the natural (NBO) method, atoms 1 to 2: atom 1 (C): -0.075, atom 2 (C): -0.746

=====

Q: Which relative energy (zero: lowest compared OMol25 entry of this formula, charge and spin) values were calculated for the entries above? A: 45.3723; 0.4402; 0.0000; 1.6761; 0.5083; 1.7204; 2.7187; 6.3940, in eV.